Record 1
Formula: CH4O2S
Source: the Open Molecules 2025 dataset
Level of theory: ωB97M-V with the def2-TZVPD basis set

Energy relative to the best compared isomer or geometry (same formula, charge and spin) in kcal per mole: 0.0
Expectation value of S²: 0.7532
Orbital gap (spin up / spin down) in eV: 11.38 / 5.84
Spin multiplicity: 2
E_tot in eV: -16021.9109
Charge: +1
Lowest unoccupied orbital energy (spin up / spin down) in eV: -4.6 / -10.1

Geometry (Å):
S  0.603  0.209  2.084
H  0.155  0.818  0.919
H  1.913  0.011  1.778
O  -0.589  1.127  -0.713
C  -0.909  -0.025  -0.904
O  -0.053  -1.025  -0.970
H  -1.951  -0.354  -0.932
H  0.830  -0.761  -1.262

Force components x, y, z for each atom (eV/Å):
-0.093 -0.155 0.563
0.337 0.181 -0.441
-0.207 0.210 -0.273
0.201 -0.132 0.303
-0.341 0.657 0.214
-0.016 -0.914 -0.245
0.014 -0.153 -0.177
0.106 0.306 0.056

***

Record 2
Formula: C6H24NO6
Source: the Open Molecules 2025 dataset
Level of theory: ωB97M-V with the def2-TZVPD basis set

Energy relative to the best compared isomer or geometry (same formula, charge and spin) in kcal per mole: 4.6
Orbital gap in eV: 10.67
E_tot in eV: -20379.4145
Charge: +1
Lowest unoccupied orbital energy in eV: -2.9

Geometry (Å):
O  -0.166  -2.581  -0.577
C  -0.044  -1.726  0.275
C  -0.704  -0.404  -0.051
C  0.602  0.381  -0.575
C  0.316  1.477  -1.611
C  -0.656  2.693  -1.225
C  -0.969  2.920  0.256
N  -1.670  -0.472  -1.170
H  0.352  -1.967  1.266
H  -1.096  0.198  0.751
H  1.295  -0.364  -0.949
H  0.917  0.937  0.304
H  0.052  1.125  -2.611
H  1.304  1.938  -1.690
H  -1.587  2.573  -1.790
H  -0.018  3.464  -1.641
H  -1.062  2.078  0.931
H  -0.095  3.453  0.654
H  -1.793  3.613  0.419
H  -3.065  -3.365  -0.666
H  -1.847  0.466  -1.534
H  -1.258  -1.073  -1.884
H  3.622  -0.823  -2.417
H  3.296  0.301  -3.387
O  3.041  -0.063  -2.533
H  3.583  0.149  1.318
H  3.505  -1.147  2.110
O  2.982  -0.381  1.853
H  -2.230  -0.615  3.056
H  -0.921  -0.874  3.815
O  -1.281  -0.720  2.938
H  1.999  1.073  2.408
H  0.595  1.535  2.465
O  1.438  1.700  2.907
H  -3.108  -2.927  -2.057
H  -2.593  -0.872  -0.905
O  -3.398  -2.617  -1.184

Force components x, y, z for each atom (eV/Å):
0.641 -0.096 0.138
-2.794 -1.110 -0.610
2.559 1.557 -0.117
-2.224 0.415 0.250
0.219 0.633 0.667
0.417 -2.081 -0.185
1.441 1.244 0.138
-0.587 -0.184 0.476
0.453 0.614 -0.045
-0.408 -0.524 0.258
0.443 0.418 0.008
0.696 -0.465 0.071
0.106 -0.186 0.083
-0.058 -0.165 -0.418
0.118 0.355 -0.156
-0.944 0.853 0.052
-0.380 -0.345 -0.298
-0.144 -0.037 0.209
-0.175 -0.197 -0.164
-0.254 0.259 0.456
0.332 0.010 -0.099
-0.130 -0.118 -0.154
-0.004 0.019 -0.011
-0.001 0.042 0.006
0.052 -0.094 -0.028
0.109 -0.017 -0.066
-0.041 0.012 0.177
0.134 -0.128 -0.403
-0.020 -0.028 0.202
0.022 0.057 0.174
0.001 0.025 -0.347
0.032 0.227 0.833
-0.191 0.291 0.438
-0.083 -0.466 -0.928
-0.393 0.328 -0.135
0.553 -0.412 -0.156
0.505 -0.708 -0.316

***

Record 3
Formula: C13H18ClO4S4Se4Y
Source: the Open Molecules 2025 dataset
Level of theory: ωB97M-V with the def2-TZVPD basis set

Energy relative to the best compared isomer or geometry (same formula, charge and spin) in kcal per mole: 2.7
Orbital gap in eV: 5.56
E_tot in eV: -340262.8525
Charge: -2
Lowest unoccupied orbital energy in eV: 3.7

Geometry (Å):
Y  0.846  -1.226  0.597
O  -2.011  -3.719  1.464
S  -1.239  -3.210  0.356
O  -1.553  -3.780  -0.939
O  -1.354  -1.680  0.295
O  0.265  -3.352  0.637
Se  0.445  -0.560  3.479
Se  2.094  0.995  4.032
Se  4.006  0.094  3.047
Se  3.446  0.105  0.769
C  -3.094  4.219  1.497
C  -4.157  3.681  0.523
S  -3.696  2.405  -0.668
C  -3.323  0.970  0.365
C  -2.024  1.010  1.162
S  -0.592  1.299  0.085
C  0.407  2.540  0.953
C  -0.311  3.656  1.693
S  -1.499  4.664  0.749
H  -2.900  3.500  2.289
H  -3.503  5.109  1.979
H  -4.509  4.498  -0.111
H  -5.017  3.352  1.114
H  -3.282  0.122  -0.320
H  -4.161  0.792  1.044
H  -1.898  0.056  1.665
H  -2.035  1.776  1.928
H  1.044  2.947  0.166
H  1.060  2.041  1.670
H  0.457  4.338  2.060
H  -0.821  3.276  2.578
Cl  4.786  -5.641  -3.658
C  3.808  -4.286  -3.098
C  2.446  -4.453  -2.905
C  1.676  -3.385  -2.482
C  2.238  -2.113  -2.245
C  1.434  -0.987  -1.783
C  3.629  -2.000  -2.425
C  4.408  -3.066  -2.848
H  1.989  -5.420  -3.073
H  0.618  -3.539  -2.297
H  1.891  -0.018  -1.991
H  0.405  -1.012  -2.158
H  4.105  -1.050  -2.212
H  5.476  -2.949  -2.980

Force components x, y, z for each atom (eV/Å):
0.024 -0.012 0.167
-0.080 -0.097 0.025
0.092 0.062 -0.081
-0.019 -0.025 0.052
0.034 -0.021 -0.055
-0.007 0.002 -0.017
-0.070 -0.040 -0.085
0.099 0.092 0.040
-0.023 0.013 -0.022
-0.023 -0.017 0.038
-0.018 -0.104 -0.123
0.098 0.047 0.075
-0.029 0.052 0.012
0.024 0.026 0.058
-0.004 0.050 0.060
-0.053 -0.037 -0.043
0.025 0.004 0.039
-0.004 0.021 0.037
-0.024 0.044 -0.038
-0.025 -0.009 -0.009
-0.016 0.022 -0.005
0.014 0.012 0.002
-0.017 -0.039 -0.011
0.000 0.006 -0.030
0.016 -0.020 0.011
0.002 -0.025 -0.010
-0.007 0.025 0.001
-0.001 0.007 0.001
0.015 -0.006 -0.009
-0.006 -0.005 0.008
0.019 -0.022 0.011
-0.005 0.010 0.011
-0.028 -0.047 -0.011
0.026 -0.028 -0.010
0.014 0.039 0.026
-0.003 0.032 -0.057
-0.048 -0.008 0.055
0.020 -0.045 -0.024
-0.003 0.053 0.014
0.003 -0.002 -0.004
-0.018 0.017 -0.009
-0.004 0.010 -0.019
0.012 -0.032 -0.064
0.003 -0.005 -0.004
-0.003 0.001 0.001

***

Record 4
Formula: C16H64O16
Source: the Open Molecules 2025 dataset
Level of theory: ωB97M-V with the def2-TZVPD basis set

Energy relative to the best compared isomer or geometry (same formula, charge and spin) in kcal per mole: 141.2
Orbital gap in eV: 9.03
E_tot in eV: -50383.0442
Lowest unoccupied orbital energy in eV: 0.0

Geometry (Å):
C  8.307  -8.897  24.339
O  8.049  -7.476  24.509
H  8.423  -9.322  25.279
H  9.219  -8.950  23.732
H  7.539  -9.434  23.810
H  7.924  -7.048  23.608
C  10.839  -6.014  21.688
O  11.997  -6.375  22.437
H  10.870  -6.453  20.678
H  10.769  -4.917  21.571
H  9.933  -6.374  22.226
H  11.870  -6.101  23.365
C  6.470  -7.691  21.559
O  7.456  -6.790  21.948
H  5.806  -7.986  22.392
H  7.000  -8.580  21.211
H  5.794  -7.289  20.824
H  7.700  -6.243  21.210
C  12.186  0.387  25.338
O  12.141  0.343  23.884
H  11.539  1.214  25.739
H  13.184  0.566  25.744
H  11.815  -0.492  25.841
H  11.338  -0.064  23.568
C  4.493  -1.382  24.916
O  5.696  -1.342  24.083
H  3.594  -1.132  24.314
H  4.612  -0.728  25.797
H  4.352  -2.398  25.349
H  5.539  -1.760  23.239
C  5.356  -3.723  20.817
O  5.216  -2.600  21.685
H  6.265  -4.309  20.991
H  5.387  -3.433  19.753
H  4.485  -4.336  20.969
H  4.301  -2.273  21.623
C  8.052  -2.084  20.262
O  9.252  -2.795  20.400
H  7.392  -2.590  19.569
H  8.177  -1.076  19.922
H  7.615  -2.123  21.248
H  9.930  -2.322  20.857
C  5.457  -4.942  24.287
O  4.200  -5.097  24.945
H  5.291  -4.554  23.271
H  6.015  -5.891  24.202
H  6.109  -4.286  24.838
H  3.881  -5.976  24.634
C  7.838  -5.875  18.796
O  8.580  -5.432  19.918
H  7.464  -6.848  18.936
H  8.426  -5.824  17.904
H  6.941  -5.167  18.683
H  8.775  -4.460  19.917
C  12.529  -2.666  22.350
O  11.854  -2.083  21.287
H  13.545  -2.536  22.202
H  12.283  -3.696  22.392
H  12.290  -2.182  23.312
H  12.034  -1.156  21.239
C  7.392  -2.405  26.740
O  7.043  -1.034  26.601
H  6.576  -3.147  26.536
H  7.757  -2.673  27.724
H  8.073  -2.599  25.977
H  6.550  -0.880  25.809
C  10.734  -3.230  26.686
O  11.351  -3.128  25.464
H  9.967  -3.990  26.664
H  10.242  -2.297  27.067
H  11.470  -3.557  27.445
H  10.685  -3.165  24.765
C  9.113  -0.287  24.273
O  9.667  -0.531  23.024
H  8.014  -0.364  24.239
H  9.339  0.741  24.506
H  9.478  -0.921  24.999
H  9.421  0.181  22.490
C  6.980  -5.769  27.448
O  8.022  -5.356  26.616
H  6.042  -5.673  26.978
H  6.958  -5.139  28.325
H  7.122  -6.725  27.871
H  7.961  -5.875  25.817
C  10.978  -6.533  25.377
O  12.103  -5.704  25.088
H  10.655  -6.346  26.424
H  11.191  -7.571  25.185
H  10.224  -6.338  24.591
H  11.934  -4.780  25.260
C  8.486  -3.817  23.485
O  9.792  -3.327  23.491
H  8.417  -4.771  24.049
H  8.134  -4.009  22.486
H  7.755  -3.130  23.816
H  9.776  -2.486  23.044

Force components x, y, z for each atom (eV/Å):
0.610 2.251 -1.965
-0.736 -0.108 -0.792
0.393 -0.655 1.725
0.031 -0.491 0.298
-0.653 0.005 -0.240
0.253 -0.923 1.010
-0.083 0.004 0.531
-0.324 -0.021 -0.507
0.121 0.016 0.564
-0.120 -0.360 -0.017
0.318 0.226 -0.560
0.468 0.135 -0.286
-0.222 -1.108 0.450
-0.515 0.230 1.430
0.546 0.193 0.029
-0.562 -0.287 -0.328
-0.138 0.181 -0.678
0.885 0.784 -0.786
-1.025 1.094 -0.108
1.302 0.437 1.467
0.509 -0.391 -0.507
0.099 -0.017 -0.725
-0.070 -0.726 -0.300
-0.473 -0.313 0.176
0.136 -0.919 -0.418
-0.661 0.794 1.673
0.487 0.094 0.499
-0.046 0.068 -0.771
0.053 0.434 -0.442
-0.117 -0.510 -0.384
-0.314 0.064 -0.656
-0.077 0.292 -0.202
-0.165 0.398 0.507
-0.108 0.134 0.336
-0.246 -0.709 -0.095
0.495 -0.275 -0.140
0.010 -0.342 1.036
-0.451 -1.255 -1.560
0.079 -0.196 -0.223
0.183 0.742 -0.188
-0.829 0.581 0.163
1.203 0.579 0.526
0.059 -0.559 -0.762
-0.027 -1.266 -0.394
0.254 0.022 0.306
-0.329 0.140 0.055
-0.084 0.482 0.292
0.055 1.098 0.585
-1.079 3.139 0.102
-0.065 0.113 0.328
-0.232 -1.273 0.393
0.342 -0.071 -0.689
0.902 -1.043 -0.233
0.098 -0.798 -0.096
-0.726 0.649 1.689
-1.688 -0.137 -1.366
2.288 -0.050 -0.174
-0.175 -0.914 0.012
-0.039 -0.267 -0.243
0.383 0.779 0.122
-1.972 -0.314 -0.475
0.294 0.088 2.000
0.082 0.921 0.273
0.282 0.542 0.141
1.687 -0.773 -0.892
-0.167 -0.332 -0.890
-0.535 0.026 2.140
1.440 0.636 -0.340
-0.433 -0.284 0.124
0.517 -0.391 -0.420
-0.211 0.294 -0.316
-0.311 -0.071 -0.419
-2.474 2.081 -0.294
1.156 -2.424 -0.373
0.334 -0.191 0.051
0.106 0.397 0.726
0.983 -1.456 1.404
-0.512 1.533 -1.566
0.432 0.950 0.891
0.445 0.467 0.024
-1.339 -0.123 -0.628
0.070 0.606 0.169
0.159 -1.579 0.057
0.225 -0.631 -0.430
-0.385 1.347 -0.209
0.819 -1.825 -0.205
-0.302 -0.376 -0.830
0.706 -0.396 0.363
-0.347 0.206 0.908
-0.484 0.867 0.191
-0.513 -1.586 -0.340
-0.031 -0.462 0.043
0.238 0.754 -0.219
0.252 -0.522 -0.796
-0.632 1.019 1.132
0.235 0.827 -0.464